114
Properties=species:S:1:pos:R:3 method="wB97M-V/def2-TZVPD" total_charge=+2 multiplicity=1 homo_lumo_gap_ev=4.46 homo_ev=-11.635 e_above_lowest_kcal_mol=71.8
Ta -0.336 -0.586 0.974
C -3.784 -1.390 -0.260
N -3.246 -0.460 0.741
C -3.809 0.873 0.474
C -3.518 -0.945 2.099
C -2.489 -2.029 2.546
N -1.429 -2.218 1.539
C -1.478 -3.486 0.946
C -1.455 -3.612 -0.443
F -1.251 -2.471 -1.143
C -1.616 -4.820 -1.091
F -1.617 -4.850 -2.421
C -1.775 -5.984 -0.362
C -1.728 -5.901 1.019
F -1.815 -7.000 1.752
C -1.579 -4.682 1.664
F -1.472 -4.644 2.995
H -4.867 -1.267 -0.355
H -3.593 -2.421 0.021
H -3.335 -1.187 -1.228
H -4.896 0.823 0.359
H -3.372 1.265 -0.445
H -3.596 1.548 1.289
H -4.524 -1.375 2.152
H -3.484 -0.101 2.786
H -3.022 -2.963 2.708
H -2.039 -1.742 3.496
H -1.920 -6.937 -0.848
Br 3.122 4.785 5.279
C 2.826 3.152 4.390
C 2.725 1.977 5.122
C 2.489 0.783 4.471
C 2.339 0.754 3.082
C 2.452 1.945 2.360
C 2.694 3.137 3.007
N 2.021 -0.421 2.380
C 2.498 -1.546 2.744
C 2.275 -2.764 1.995
C 3.012 -3.903 2.302
C 2.926 -5.011 1.471
C 2.138 -4.925 0.339
C 1.422 -3.755 0.119
N 1.452 -2.717 0.942
H 2.814 2.001 6.198
H 2.360 -0.120 5.052
H 2.345 1.908 1.287
H 2.757 4.064 2.455
H 3.193 -1.624 3.580
H 3.663 -3.898 3.165
H 3.493 -5.904 1.690
H 2.094 -5.730 -0.379
H 0.838 -3.642 -0.780
C 1.808 0.278 -6.098
C 1.502 0.099 -4.645
C 2.417 -0.490 -3.786
C 2.145 -0.727 -2.441
C 3.229 -1.489 -1.730
O 3.348 -2.674 -1.950
C 4.160 -0.758 -0.847
C 5.134 -1.499 -0.174
C 6.023 -0.873 0.678
C 5.976 0.509 0.834
C 5.043 1.255 0.130
C 4.127 0.626 -0.698
C 0.892 -0.358 -1.915
O 0.474 -0.533 -0.610
C -0.035 0.238 -2.789
C 0.272 0.467 -4.115
C -1.371 0.621 -2.238
N -1.518 1.582 -1.407
C -0.460 2.562 -1.225
C -0.881 3.783 -2.049
Te -2.907 4.299 -1.470
C -2.099 5.545 0.061
C -1.355 6.664 -0.297
C -0.721 7.409 0.685
C -0.830 7.041 2.019
C -1.587 5.935 2.373
C -2.228 5.185 1.396
C -2.536 -0.120 -2.752
C -3.814 0.442 -2.662
C -4.903 -0.194 -3.230
C -4.739 -1.410 -3.879
C -3.477 -1.980 -3.970
C -2.379 -1.336 -3.424
H 2.845 0.032 -6.310
H 1.610 1.301 -6.417
H 1.175 -0.379 -6.696
H 3.384 -0.790 -4.165
H 5.183 -2.563 -0.354
H 6.770 -1.455 1.199
H 6.683 1.005 1.485
H 5.042 2.332 0.226
H 3.408 1.205 -1.264
H -0.469 0.933 -4.751
H 0.526 2.205 -1.550
H -0.415 2.840 -0.171
H -0.879 3.542 -3.109
H -0.248 4.645 -1.862
H -1.278 6.963 -1.335
H -0.147 8.282 0.409
H -0.331 7.623 2.782
H -1.682 5.653 3.413
H -2.821 4.322 1.671
H -3.934 1.405 -2.182
H -5.879 0.269 -3.183
H -5.589 -1.906 -4.325
H -3.341 -2.920 -4.484
H -1.397 -1.777 -3.519
O -0.721 0.024 2.960
Cl -0.771 1.476 2.734
O -0.083 2.162 3.725
O -2.110 1.869 2.640
O -0.141 1.616 1.422

=====

115
Properties=species:S:1:pos:R:3 method="wB97M-V/def2-TZVPD" s_squared=0.7610 total_charge=-1 multiplicity=2 homo_lumo_gap_ev="2.04 / 6.66" homo_ev="-0.002 / -4.629"
N -1.581 1.338 -3.666
C -2.722 1.503 -2.990
C -3.967 1.507 -3.671
C -4.102 1.172 -5.054
C -2.885 1.061 -5.761
C -1.702 1.037 -5.028
H -2.660 1.760 -1.943
H -4.889 1.769 -3.173
H -5.037 1.025 -5.575
H -2.772 0.940 -6.828
H -0.801 0.929 -5.613
N 1.220 -4.425 -4.886
C 2.190 -4.517 -3.934
C 2.393 -3.542 -3.022
C 1.641 -2.385 -3.019
C 0.502 -2.323 -3.883
C 0.414 -3.321 -4.857
H 2.761 -5.434 -3.950
H 3.128 -3.661 -2.240
H 1.742 -1.673 -2.212
H -0.051 -1.399 -3.965
H -0.269 -3.366 -5.693
N 0.087 -0.888 0.437
C -1.012 -0.571 1.233
C -1.397 0.763 1.433
C -0.880 1.701 0.523
C 0.252 1.429 -0.201
C 0.680 0.072 -0.272
H -1.363 -1.334 1.912
H -2.266 0.985 2.035
H -1.335 2.679 0.475
H 0.724 2.142 -0.861
H 1.626 -0.136 -0.750
N 2.655 2.958 2.293
C 2.814 2.645 3.614
C 3.861 1.846 4.118
C 4.724 1.295 3.181
C 4.594 1.509 1.786
C 3.520 2.418 1.428
H 2.132 3.174 4.262
H 4.063 1.689 5.167
H 5.477 0.652 3.614
H 5.271 1.019 1.101
H 3.352 2.770 0.422
N -4.027 3.788 3.595
C -3.483 4.923 3.079
C -2.214 5.174 2.856
C -1.308 4.168 3.228
C -1.794 2.921 3.687
C -3.138 2.764 3.960
H -4.175 5.703 2.795
H -1.871 6.135 2.504
H -0.247 4.289 3.068
H -1.080 2.125 3.840
H -3.548 1.829 4.314
N -0.614 -2.675 4.041
C -0.014 -1.480 4.223
C 1.362 -1.413 4.174
C 2.203 -2.522 3.894
C 1.518 -3.707 3.687
C 0.088 -3.771 3.782
H -0.641 -0.601 4.200
H 1.894 -0.481 4.295
H 3.283 -2.536 3.896
H 2.135 -4.586 3.575
H -0.508 -4.635 3.526
N 1.735 -4.886 -0.442
C 1.802 -6.132 -1.028
C 0.863 -7.145 -0.758
C -0.197 -6.882 0.151
C -0.250 -5.539 0.711
C 0.625 -4.589 0.293
H 2.568 -6.320 -1.766
H 0.968 -8.103 -1.245
H -1.025 -7.571 0.217
H -1.147 -5.382 1.292
H 0.516 -3.534 0.497
N -3.819 -1.287 3.171
C -5.037 -0.673 3.285
C -6.284 -1.208 2.950
C -6.255 -2.574 2.432
C -5.031 -3.240 2.299
C -3.846 -2.550 2.670
H -5.023 0.240 3.861
H -7.262 -0.776 3.101
H -7.195 -3.056 2.208
H -5.181 -4.254 1.958
H -2.894 -3.030 2.492
N 3.321 2.074 -2.287
C 2.616 1.264 -3.143
C 3.269 0.215 -3.893
C 4.652 -0.080 -3.565
C 5.332 0.731 -2.662
C 4.631 1.800 -2.167
H 1.561 1.468 -3.248
H 2.555 -0.339 -4.484
H 5.130 -0.909 -4.067
H 6.383 0.585 -2.459
H 5.150 2.416 -1.448
N 1.830 7.477 -2.158
C 2.137 7.470 -0.844
C 1.745 6.455 0.003
C 1.212 5.279 -0.551
C 0.983 5.203 -1.920
C 1.148 6.400 -2.662
H 2.586 8.383 -0.481
H 1.957 6.525 1.059
H 1.039 4.406 0.060
H 0.754 4.209 -2.275
H 0.864 6.416 -3.704
C -2.620 -2.230 -1.484
Cl -2.674 -3.841 -0.694
Cl -3.578 -0.824 -0.758
Cl -3.000 -2.334 -3.241
H -1.567 -1.948 -1.479

=====

116
Properties=species:S:1:pos:R:3 method="wB97M-V/def2-TZVPD" total_charge=-2 multiplicity=1 homo_lumo_gap_ev=5.82 homo_ev=-1.597
Zr 1.158 1.217 0.205
C 0.120 3.325 -2.087
N 0.761 3.553 -0.795
C 2.022 4.268 -1.064
C 3.281 3.414 -1.314
C 3.200 2.078 -2.073
N 2.163 1.244 -1.541
C 2.252 -0.208 -1.670
C 3.127 -0.975 -0.686
C 4.169 -1.761 -1.148
C 4.891 -2.600 -0.309
C 4.574 -2.646 1.035
C 3.571 -1.840 1.532
C 2.835 -0.981 0.704
O 1.904 -0.225 1.248
C -0.090 4.384 0.072
C -1.490 3.831 0.389
C -1.602 2.864 1.592
N -0.348 2.235 1.903
C -0.036 2.144 3.150
C 1.302 2.053 3.630
C 1.580 1.916 4.997
C 2.814 2.220 5.512
C 3.797 2.732 4.656
C 3.563 2.892 3.319
C 2.327 2.504 2.723
O 2.074 2.701 1.490
H -0.115 4.282 -2.595
H -0.786 2.748 -1.954
H 0.800 2.735 -2.699
H 2.261 4.885 -0.191
H 1.857 4.962 -1.914
H 3.680 3.173 -0.337
H 4.009 4.053 -1.822
H 4.199 1.617 -1.972
H 3.041 2.272 -3.167
H 2.597 -0.489 -2.694
H 4.424 -1.724 -2.202
H 5.694 -3.204 -0.708
H 5.115 -3.311 1.700
H 3.341 -1.824 2.589
H -0.231 5.376 -0.412
H 0.446 4.542 1.014
H -1.881 3.321 -0.487
H -2.143 4.686 0.590
H -2.353 2.109 1.340
H -1.981 3.415 2.475
H -0.802 2.356 3.927
H 0.786 1.583 5.656
H 3.023 2.100 6.568
H 4.756 3.020 5.065
H 4.327 3.296 2.674
F 5.710 2.825 0.664
B 5.389 1.469 0.766
F 5.786 1.016 2.006
F 6.054 0.790 -0.234
F 3.994 1.322 0.608
C 0.786 -0.560 -1.408
Ge 0.195 -2.197 -0.599
C -1.774 -2.314 -0.997
C -2.652 -1.792 0.106
C -4.160 -1.666 -0.210
C -4.571 -2.335 -1.483
C -3.708 -2.754 -2.406
C -2.285 -2.687 -2.172
C 0.252 -2.528 1.376
C 0.587 -3.789 1.847
C 0.634 -4.064 3.203
C 0.359 -3.066 4.121
C 0.029 -1.798 3.666
C -0.036 -1.536 2.308
C 0.704 -4.086 -1.272
C 2.021 -4.344 -1.630
C 2.403 -5.557 -2.177
C 1.461 -6.551 -2.382
C 0.146 -6.320 -2.019
C -0.223 -5.103 -1.474
H 0.213 -0.441 -2.338
H -2.505 -2.427 0.991
H -4.752 -2.101 0.608
H -5.639 -2.393 -1.646
H -4.060 -3.186 -3.335
H -1.623 -2.988 -2.972
H 0.823 -4.566 1.130
H 0.898 -5.060 3.540
H 0.407 -3.271 5.185
H -0.167 -1.004 4.377
H -0.312 -0.543 1.968
H 2.758 -3.574 -1.462
H 3.438 -5.730 -2.445
H 1.745 -7.501 -2.820
H -0.593 -7.101 -2.160
H -1.251 -4.929 -1.191
C -7.454 1.053 -2.567
C -6.060 0.769 -2.074
C -4.944 1.239 -2.826
C -3.664 1.074 -2.370
C -2.522 1.350 -3.310
C -3.408 0.533 -1.092
C -4.524 -0.142 -0.313
C -4.644 0.442 1.117
C -5.868 0.069 -0.947
C -2.154 0.436 -0.484
O -2.050 -0.545 0.493
O -1.132 1.165 -0.616
H -7.454 1.248 -3.637
H -7.849 1.935 -2.061
H -8.125 0.222 -2.356
H -5.116 1.648 -3.813
H -2.710 0.830 -4.250
H -1.594 0.977 -2.889
H -2.418 2.413 -3.530
H -4.812 1.518 1.048
H -3.756 0.257 1.716
H -5.498 -0.005 1.629
H -6.710 -0.365 -0.419

=====

6
Properties=species:S:1:pos:R:3 method="wB97M-V/def2-TZVPD" multiplicity=1 homo_lumo_gap_ev=10.27 homo_ev=-9.934 e_above_lowest_kcal_mol=0.0
C -2.139 0.277 0.555
O -3.049 -0.406 0.366
P 1.079 -0.469 -0.618
Cl 2.787 -0.152 0.516
H 0.992 0.767 -1.275
H 0.329 -0.017 0.456

=====

59
Properties=species:S:1:pos:R:3 method="wB97M-V/def2-TZVPD" multiplicity=1 homo_lumo_gap_ev=8.42 smiles="CCN(Cc1ccccc1)S(=O)(=O)c1ccc(C(=O)Nc2nnc(-c3ccccc3OC)o2)cc1" homo_ev=-8.346 e_above_lowest_kcal_mol=35.0
C -4.677 -1.149 -2.113
C -3.191 -1.135 -1.773
N -2.891 -0.285 -0.645
C -3.309 -0.730 0.667
C -4.739 -0.351 0.954
C -5.650 -1.276 1.444
C -6.957 -0.899 1.704
C -7.363 0.403 1.469
C -6.456 1.331 0.982
C -5.150 0.957 0.729
S -1.445 0.524 -0.704
O -1.410 1.445 0.391
O -1.291 1.041 -2.035
C -0.177 -0.719 -0.438
C 0.298 -0.927 0.843
C 1.333 -1.821 1.045
C 1.896 -2.484 -0.043
C 3.113 -3.330 0.146
O 3.182 -4.508 -0.104
N 4.197 -2.645 0.652
C 4.285 -1.298 0.886
N 5.068 -0.716 1.739
N 4.793 0.600 1.673
C 3.863 0.764 0.779
C 3.173 1.987 0.449
C 3.267 3.061 1.333
C 2.564 4.223 1.098
C 1.748 4.313 -0.020
C 1.662 3.268 -0.920
C 2.381 2.094 -0.711
O 2.398 1.048 -1.570
C 1.820 1.219 -2.850
O 3.510 -0.423 0.218
C 1.363 -2.318 -1.315
C 0.320 -1.430 -1.512
H -5.034 -0.133 -2.251
H -4.832 -1.708 -3.032
H -5.255 -1.613 -1.319
H -2.633 -0.717 -2.613
H -2.839 -2.162 -1.586
H -2.664 -0.215 1.383
H -3.164 -1.815 0.773
H -5.337 -2.295 1.626
H -7.659 -1.625 2.086
H -8.383 0.695 1.668
H -6.770 2.349 0.803
H -4.429 1.668 0.353
H -0.112 -0.350 1.657
H 1.728 -1.979 2.039
H 5.003 -3.191 0.931
H 3.896 2.945 2.201
H 2.637 5.050 1.787
H 1.173 5.209 -0.198
H 1.015 3.359 -1.777
H 2.246 2.090 -3.356
H 0.733 1.316 -2.792
H 2.080 0.318 -3.404
H 1.793 -2.858 -2.145
H -0.083 -1.250 -2.496